{
  "formula": "C27H39ClN6O6",
  "method": "the ωB97M-V functional and the def2-TZVPD basis",
  "species": ["C", "C", "N", "C", "C", "C", "N", "C", "C", "C", "O", "C", "C", "O", "C", "N", "C", "C", "C", "C", "C", "C", "O", "N", "O", "C", "C", "C", "O", "C", "O", "H", "H", "H", "H", "H", "H", "H", "H", "H", "H", "H", "H", "H", "H", "H", "H", "H", "H", "H", "H", "H", "H", "H", "H", "H", "H", "H", "H", "C", "C", "N", "C", "C", "N", "C", "C", "H", "H", "H", "H", "H", "H", "H", "H", "H", "H", "H", "Cl"],
  "positions_angstrom": [[-6.1384, -3.8046, -0.7411], [-6.6248, -2.2965, -0.4138], [-7.4052, -1.7164, -1.3116], [-6.1655, -1.5620, 0.9445], [-4.7334, -0.9155, 0.6730], [-3.3640, -1.5844, 1.0914], [-3.4859, -2.9181, 1.7575], [-1.9709, -0.8865, 0.8234], [-0.6553, -1.6312, 1.3324], [0.4523, -1.8920, 0.2089], [1.4244, -0.8048, 0.1100], [2.7547, -1.2740, 0.0628], [3.3638, -2.2659, -1.0291], [3.5459, -0.8268, 0.9529], [-1.8988, 0.5134, 0.0965], [-0.6620, 1.2480, -0.2087], [-0.4561, 1.2153, -1.5360], [-0.0454, 2.5725, -2.3233], [-0.5401, -0.1060, -2.4353], [-3.2421, 1.1439, -0.2964], [-4.6218, 0.4664, -0.0016], [-5.6917, 1.5220, -0.5476], [-6.8362, 1.4066, -1.0177], [-4.9457, 2.8202, -0.3047], [-4.5367, 2.5696, 1.0126], [-4.9215, 3.6586, 1.8905], [-5.1912, 3.0333, 3.3664], [-3.9806, 2.1237, 3.8966], [-6.3772, 2.1870, 3.3413], [-3.6321, 2.5200, -1.0005], [-3.0541, 3.1664, -1.9129], [-7.0728, -4.4240, -0.9746], [-5.5465, -4.2283, 0.1568], [-5.4823, -3.8449, -1.6899], [-7.5639, -2.3814, -2.0959], [-6.9131, -0.6985, 1.0926], [-6.2000, -2.3093, 1.8029], [-2.9350, -3.6118, 1.2262], [-3.1556, -2.8572, 2.7297], [-0.9353, -2.6655, 1.7610], [-0.2020, -1.0515, 2.2265], [1.0508, -2.8238, 0.5549], [0.0050, -2.2013, -0.8123], [2.4984, -2.8541, -1.5000], [4.1653, -2.9399, -0.5828], [3.8720, -1.6112, -1.8354], [-0.3341, 3.5177, -1.7563], [1.0552, 2.5499, -2.6649], [-0.6734, 2.5379, -3.2946], [-0.5121, 0.1287, -3.5680], [-1.4779, -0.7383, -2.2633], [0.4231, -0.7191, -2.2430], [-5.9047, 4.1360, 1.5679], [-4.0533, 4.3982, 1.9671], [-5.3648, 3.8481, 4.1569], [-3.0934, 2.7396, 4.3066], [-3.6393, 1.3131, 3.1564], [-4.3881, 1.5490, 4.8151], [-6.1421, 1.3222, 2.9261], [10.8435, -1.4664, -0.2033], [10.2656, -0.0897, 0.0683], [8.9840, 0.1273, -0.6135], [8.7584, 0.0465, -1.9734], [7.4531, 0.3702, -2.1766], [6.9177, 0.6625, -0.9404], [7.8539, 0.4982, -0.0034], [5.5508, 1.1025, -0.6727], [11.0228, -1.6198, -1.2703], [11.7955, -1.5867, 0.3172], [10.1610, -2.2490, 0.1365], [10.9552, 0.6897, -0.2660], [10.1112, 0.0398, 1.1424], [9.5628, -0.2328, -2.6306], [6.8345, 0.4426, -3.0541], [7.7233, 0.6534, 1.0581], [5.5829, 2.0817, -0.1927], [5.0670, 0.3812, -0.0119], [4.9903, 1.1760, -1.6047], [-2.2779, 5.2106, -2.7547]],
  "lowdin_charge": [-0.078, -0.346, 0.103, -0.107, -0.055, -0.142, 0.014, -0.046, -0.121, -0.184, -0.081, -0.402, 0.000, 0.007, -0.125, 0.095, -0.288, -0.080, -0.052, 0.046, 0.027, -0.244, 0.101, 0.039, -0.222, -0.086, -0.345, -0.071, -0.091, -0.231, -0.195, 0.075, 0.063, 0.082, 0.047, 0.120, 0.109, 0.074, 0.078, 0.103, 0.141, 0.131, 0.125, 0.090, 0.095, 0.092, 0.034, 0.071, 0.080, 0.088, 0.087, 0.064, 0.143, 0.142, 0.150, 0.088, 0.078, 0.086, 0.087, -0.065, -0.165, -0.054, 0.007, 0.013, -0.082, 0.006, 0.033, 0.075, 0.089, 0.089, 0.134, 0.130, 0.137, 0.140, 0.178, 0.114, 0.072, 0.109, -0.422],
  "lumo_energy_ev": -1.49,
  "e_homo_ev": -4.54,
  "gap_ev": 3.05,
  "total_charge": 0
}

{
  "formula": "C4H8FNO2",
  "method": "the ωB97M-V functional and the def2-TZVPD basis",
  "species": ["C", "C", "C", "C", "N", "O", "O", "F", "H", "H", "H", "H", "H", "H", "H", "H"],
  "positions_angstrom": [[-2.5481, 0.6898, 1.7585], [0.2552, -1.3562, -1.0790], [1.1299, 0.9392, -0.9181], [0.2078, -0.2865, 1.2764], [0.2021, -0.0607, -0.3253], [-2.6970, 0.2369, 0.7246], [-2.4856, 1.1579, 2.7842], [1.5647, -0.6012, 1.5059], [0.8430, -2.0500, -0.5529], [-0.6285, -1.8887, -1.2622], [0.5758, -1.2812, -2.1702], [0.9549, 1.1212, -2.0068], [1.1278, 1.7737, -0.2739], [2.2027, 0.6099, -0.8326], [-0.0236, 0.7084, 1.8127], [-0.6811, 0.2875, -0.4413]],
  "nbo_charge": [1.039, -0.421, -0.435, -0.124, -0.410, -0.544, -0.498, -0.428, 0.235, 0.224, 0.197, 0.208, 0.222, 0.226, 0.098, 0.410],
  "lumo_energy_ev": 0.51,
  "de_lowest_kcal_mol": 73.90,
  "e_homo_ev": -6.90,
  "gap_ev": 7.41,
  "total_charge": 0
}

{
  "formula": "C4H8BrN2",
  "method": "the ωB97M-V functional and the def2-TZVPD basis",
  "species": ["C", "C", "C", "C", "N", "N", "Br", "H", "H", "H", "H", "H", "H", "H", "H"],
  "positions_angstrom": [[0.3852, 1.8717, 0.7603], [0.3828, 0.4199, 1.1076], [0.5767, 0.7830, -1.0427], [0.6574, -1.5738, -0.5081], [0.4486, 1.9877, -0.5171], [0.4696, -0.1987, -0.2354], [-2.8946, -0.8817, -0.1342], [0.4777, 2.4946, 1.5572], [0.9778, -0.1321, 1.7712], [-0.5598, 0.3349, 1.5346], [0.8437, 0.7313, -2.0944], [-0.0550, -1.9266, -1.3032], [1.6883, -1.7467, -0.9399], [0.4377, -2.2171, 0.4162], [-3.8362, 0.0536, -0.3723]],
  "nbo_charge": [0.247, -0.337, 0.371, -0.458, -0.405, -0.244, -0.208, 0.233, 0.283, 0.289, 0.246, 0.259, 0.254, 0.256, 0.214],
  "lumo_energy_ev": -5.33,
  "de_lowest_kcal_mol": 57.65,
  "e_homo_ev": -14.68,
  "gap_ev": 9.36,
  "total_charge": 1
}

{
  "formula": "C16H20O12Pd",
  "method": "the ωB97M-V functional and the def2-TZVPD basis",
  "species": ["Pd", "C", "C", "O", "H", "H", "H", "H", "H", "C", "C", "O", "H", "H", "H", "H", "H", "C", "C", "C", "O", "C", "C", "C", "O", "O", "O", "H", "H", "C", "C", "O", "C", "O", "O", "H", "H", "H", "H", "C", "C", "O", "C", "O", "O", "H", "H", "H", "H"],
  "positions_angstrom": [[2.6234, 9.1175, -38.4914], [3.6127, 5.6269, -36.7736], [2.4327, 5.8236, -37.7140], [2.4804, 7.0018, -38.3827], [4.5508, 5.7382, -37.3111], [3.5222, 4.6664, -36.2422], [3.5610, 6.3971, -35.9956], [1.4820, 5.7110, -37.1382], [2.4265, 4.9800, -38.4465], [5.1846, 8.8876, -35.3524], [5.2217, 9.9947, -36.4082], [4.3807, 9.8123, -37.4415], [4.2324, 8.8793, -34.8203], [6.0210, 9.0495, -34.6484], [5.3126, 7.8914, -35.7862], [6.2657, 10.1364, -36.7641], [4.9689, 10.9495, -35.8735], [2.2682, 12.8961, -40.5037], [2.4068, 11.5802, -40.1081], [3.2843, 10.6464, -40.9522], [3.3584, 9.4408, -40.5728], [3.8545, 11.1120, -42.1200], [3.6189, 12.4237, -42.6028], [2.8511, 13.3966, -41.6980], [2.7738, 14.5728, -42.0307], [3.9678, 12.8184, -43.7179], [1.8443, 11.0858, -39.0916], [1.6941, 13.5612, -39.8700], [4.4562, 10.4023, -42.6725], [0.1806, 11.4453, -33.9622], [1.5659, 10.9620, -33.4924], [2.0148, 10.1317, -34.5457], [1.1458, 10.1753, -35.5902], [1.2750, 9.5724, -36.5911], [0.1177, 11.0243, -35.3184], [0.1067, 12.5290, -33.9136], [-0.6412, 10.9656, -33.4287], [1.5449, 10.3824, -32.5685], [2.2656, 11.7878, -33.3499], [-2.4072, 8.6343, -41.6617], [-1.8982, 10.0921, -41.7426], [-0.9353, 10.1796, -40.7237], [-0.7145, 8.9653, -40.1639], [0.0754, 8.7427, -39.3282], [-1.5491, 8.0250, -40.7235], [-2.3005, 8.1509, -42.6360], [-3.4572, 8.5603, -41.3717], [-2.6878, 10.8317, -41.6016], [-1.4475, 10.3033, -42.7146]],
  "mulliken_spin": [1.591, -0.002, 0.016, 0.085, 0.002, -0.001, 0.000, 0.001, 0.002, -0.006, 0.023, 0.069, 0.001, 0.000, -0.001, 0.002, -0.001, 0.012, -0.011, -0.001, 0.087, 0.009, 0.000, 0.001, 0.001, 0.001, 0.075, -0.001, -0.001, 0.000, 0.000, 0.000, 0.006, 0.012, 0.001, 0.000, 0.000, 0.000, 0.000, 0.000, 0.000, 0.000, 0.011, 0.013, 0.002, 0.000, 0.000, 0.000, 0.000],
  "spin_multiplicity": 3,
  "lumo_energy_ev": [4.05, 4.05],
  "de_lowest_kcal_mol": 14.29,
  "e_homo_ev": [-0.94, -0.94],
  "gap_ev": [4.99, 4.98],
  "total_charge": -2
}

{
  "formula": "C22H32CoGeNO2S4",
  "method": "the ωB97M-V functional and the def2-TZVPD basis",
  "species": ["Co", "C", "C", "S", "C", "C", "S", "C", "C", "S", "C", "C", "S", "H", "H", "H", "H", "H", "H", "H", "H", "H", "H", "H", "H", "H", "H", "H", "H", "O", "C", "O", "C", "C", "C", "C", "C", "C", "C", "C", "C", "N", "H", "H", "H", "H", "H", "H", "C", "Ge", "C", "C", "C", "H", "H", "H", "H", "H", "H", "H", "H", "H", "H"],
  "positions_angstrom": [[0.0976, -0.7104, 0.8512], [-2.7434, 3.4718, 1.4952], [-3.2397, 2.6662, 0.5724], [-2.0359, -0.5518, 1.2302], [-4.3482, -2.7836, -0.4922], [-3.8784, -3.9212, -0.0149], [-0.3174, -3.0146, 0.5791], [0.0051, -3.5909, 2.2604], [1.1220, -2.7945, 2.9181], [0.4318, -1.1400, 3.1759], [1.9036, -0.1107, 3.4229], [1.4531, 1.3107, 3.7268], [0.0867, 1.9235, 2.7064], [-3.1240, 3.4721, 2.5082], [-1.9071, 4.1278, 1.2892], [-2.8334, 2.6410, -0.4314], [-4.0430, 1.9752, 0.7881], [-4.3715, -2.5799, -1.5559], [-4.6671, -1.9866, 0.1658], [-3.4971, -4.6985, -0.6638], [-3.8047, -4.0954, 1.0497], [0.2724, -4.6498, 2.2348], [-0.9082, -3.5006, 2.8574], [1.9856, -2.7009, 2.2607], [1.4187, -3.2360, 3.8739], [2.4881, -0.1725, 2.5069], [2.5031, -0.4813, 4.2581], [2.3200, 1.9755, 3.6999], [1.0337, 1.3589, 4.7353], [3.5844, -1.7546, -0.7612], [2.4508, -1.3951, -0.4630], [2.0453, -1.0039, 0.6755], [1.3943, -1.3007, -1.5507], [1.7163, -1.7327, -2.8522], [0.8006, -1.5730, -3.8416], [-0.4300, -0.9447, -3.5438], [-1.4002, -0.6995, -4.5405], [-2.5646, -0.0548, -4.2341], [-2.7979, 0.3738, -2.9147], [-1.8829, 0.1421, -1.9259], [-0.6803, -0.5375, -2.2121], [0.2433, -0.7529, -1.2199], [2.6919, -2.1716, -2.9980], [1.0000, -1.8936, -4.8571], [-1.1927, -1.0257, -5.5527], [-3.3038, 0.1337, -5.0021], [-3.7204, 0.8880, -2.6740], [-2.0687, 0.4282, -0.9018], [1.6652, 4.0812, 0.3729], [1.9395, 2.1250, 0.1989], [3.7262, 1.7581, 0.9484], [2.0760, 1.8371, -1.7541], [0.3719, 1.2596, 1.0447], [2.5186, 4.6214, -0.0408], [1.5366, 4.3678, 1.4158], [0.7721, 4.3866, -0.1751], [4.4391, 2.4291, 0.4642], [4.0276, 0.7297, 0.7542], [3.7719, 1.9438, 2.0217], [2.4928, 2.7439, -2.1969], [1.1047, 1.6521, -2.2121], [2.7408, 1.0093, -1.9979], [-0.4708, 1.7263, 0.5176]],
  "mulliken_spin": [-0.062, 0.001, 0.014, 0.896, 0.004, 0.001, 0.109, -0.006, 0.002, 0.009, -0.001, -0.002, 0.009, -0.001, -0.001, -0.006, 0.007, -0.001, -0.001, 0.001, -0.001, 0.002, 0.001, -0.003, 0.001, 0.001, 0.000, 0.001, 0.000, 0.000, -0.006, -0.007, 0.009, 0.005, 0.004, -0.003, -0.003, 0.000, 0.004, -0.019, 0.013, -0.014, -0.001, 0.000, 0.000, 0.000, 0.000, 0.024, 0.003, -0.001, 0.001, 0.000, 0.034, 0.000, 0.000, 0.000, 0.000, 0.000, 0.000, 0.000, 0.000, 0.000, -0.015],
  "spin_multiplicity": 2,
  "lumo_energy_ev": [2.38, 2.34],
  "e_homo_ev": [-4.05, -4.13],
  "gap_ev": [6.43, 6.47],
  "total_charge": -1
}

{
  "formula": "CH32O19",
  "method": "the ωB97M-V functional and the def2-TZVPD basis",
  "species": ["C", "O", "O", "O", "O", "H", "H", "O", "H", "H", "O", "H", "H", "O", "H", "H", "O", "H", "H", "O", "H", "H", "O", "H", "H", "O", "H", "H", "O", "H", "H", "O", "H", "H", "O", "H", "H", "O", "H", "H", "O", "H", "H", "O", "H", "H", "O", "H", "H", "O", "H", "H"],
  "positions_angstrom": [[-0.2774, -0.1112, 0.2544], [0.4333, -1.3357, 0.6053], [-0.1989, 0.2756, -0.9396], [-0.7579, 0.5105, 1.2542], [-2.7724, -0.8108, -0.8523], [-1.9859, -0.3470, -0.5591], [-3.4310, -0.6781, -0.1881], [-0.9888, 0.8663, 3.7759], [-0.8874, 0.9029, 2.8112], [-1.9108, 0.5780, 3.8818], [-0.6998, -2.8609, -1.0977], [-0.4601, -2.2019, -0.3602], [-0.6430, -2.4148, -1.9699], [0.6308, 2.9386, 1.7757], [-0.1324, 3.1041, 1.2238], [0.5827, 1.9662, 1.5551], [2.6287, -0.8233, -0.7384], [1.6480, -0.6291, -0.5038], [2.8721, -0.3061, -1.5302], [-1.9965, -1.7225, 2.2633], [-1.3105, -1.2838, 1.7267], [-2.3795, -2.2828, 1.5989], [-2.4982, 1.0931, -2.8943], [-2.7716, 2.0065, -2.9122], [-2.5861, 0.8467, -2.0025], [-0.0427, -1.1008, -3.0777], [-0.1164, -0.4791, -2.2859], [0.8675, -1.2912, -3.0046], [1.8801, 0.4451, 1.9487], [1.0956, -0.0675, 1.8179], [2.5887, 0.1577, 1.3575], [1.4537, -2.6052, 2.6916], [1.2641, -2.0334, 3.4030], [1.0829, -2.0472, 1.9506], [0.3830, 2.3954, -3.1599], [-0.5039, 2.1550, -2.9581], [0.2646, 3.2922, -3.4204], [-1.0371, 2.7642, -0.7662], [-0.3048, 3.3233, -1.0271], [-0.7705, 1.8509, -0.8090], [2.1360, -3.3994, -0.9287], [1.9891, -2.4383, -0.8917], [1.2050, -3.6792, -1.0675], [3.7461, -1.9606, 1.3137], [3.3170, -1.5396, 0.6047], [3.0027, -2.4904, 1.6031], [1.8959, 2.3999, -0.8234], [1.7008, 2.0274, 0.0056], [1.2878, 1.9980, -1.4420], [-3.1289, 1.5549, 1.0639], [-2.2075, 1.0844, 1.0291], [-3.1562, 2.4030, 0.6948]],
  "nbo_charge": [0.967, -0.949, -0.820, -0.834, -0.938, 0.462, 0.478, -0.974, 0.493, 0.458, -1.053, 0.493, 0.488, -0.966, 0.463, 0.483, -1.015, 0.529, 0.489, -0.965, 0.491, 0.458, -0.944, 0.450, 0.491, -0.979, 0.499, 0.453, -0.981, 0.488, 0.488, -0.988, 0.463, 0.503, -0.944, 0.494, 0.453, -1.016, 0.481, 0.492, -1.003, 0.482, 0.486, -0.991, 0.468, 0.489, -0.974, 0.478, 0.483, -1.030, 0.503, 0.466],
  "lumo_energy_ev": 4.53,
  "de_lowest_kcal_mol": 30.77,
  "e_homo_ev": -4.02,
  "gap_ev": 8.55,
  "total_charge": -2
}

{
  "formula": "CH6O3",
  "method": "the ωB97M-V functional and the def2-TZVPD basis",
  "species": ["O", "C", "H", "H", "H", "H", "O", "H", "H", "O"],
  "positions_angstrom": [[1.2797, -0.3709, -2.5310], [0.9710, -0.1242, -1.3932], [0.0677, -0.5529, -0.9371], [1.5890, 0.5758, -0.8105], [0.4128, -2.2581, 1.1744], [-0.2788, -1.3166, 2.1520], [0.5458, -1.4386, 1.6613], [-2.0964, 1.5255, 0.6938], [-0.9626, 2.3615, 0.0722], [-1.5283, 1.5984, -0.0819]],
  "nbo_charge": [-0.513, 0.280, 0.124, 0.105, 0.470, 0.469, -0.938, 0.471, 0.473, -0.942],
  "lumo_energy_ev": 0.44,
  "de_lowest_kcal_mol": 4.76,
  "e_homo_ev": -9.73,
  "smiles": "C=O.O.O",
  "gap_ev": 10.16,
  "total_charge": 0
}

{
  "formula": "C5H8O",
  "method": "the ωB97M-V functional and the def2-TZVPD basis",
  "species": ["O", "C", "C", "C", "C", "C", "H", "H", "H", "H", "H", "H", "H", "H"],
  "positions_angstrom": [[-0.5809, 0.4206, -2.5354], [-0.2698, -0.4834, -1.7975], [-0.5070, -0.5127, -0.3126], [-0.7607, 0.8524, 0.3573], [0.5514, 0.6945, 1.1643], [0.7955, -0.6907, 0.5160], [0.2563, -1.3800, -2.1939], [-1.2629, -1.2830, -0.1120], [-0.7757, 1.6798, -0.3567], [-1.6676, 0.8977, 0.9651], [1.3194, 1.4373, 0.9331], [0.4177, 0.6653, 2.2487], [1.7075, -0.7630, -0.0860], [0.7768, -1.5346, 1.2097]],
  "nbo_charge": [-0.521, 0.452, -0.336, -0.401, -0.400, -0.392, 0.103, 0.230, 0.227, 0.209, 0.207, 0.206, 0.205, 0.211],
  "lumo_energy_ev": 1.03,
  "de_lowest_kcal_mol": 27.38,
  "e_homo_ev": -9.79,
  "smiles": "O=CC1CCC1",
  "gap_ev": 10.82,
  "total_charge": 0
}

Across the entries above, M takes the values 579.098, 121.111, 164.026, 510.744, 602.314, 348.248, 66.056, 84.118 g/mol, respectively.